Molecular formula: C29H47Cl2N2PRuS
Method: DFT, the ωB97M-V functional and the def2-TZVPD basis

```
83
C29H47Cl2N2PRuS the ωB97M-V functional and the def2-TZVPD basis
P -0.1365 0.9866 -2.9336
C -1.7663 0.3136 -3.3515
C -2.3459 1.1561 -4.4840
C -3.7755 0.6963 -4.8054
C -3.9243 -0.8200 -4.9876
C -3.2074 -1.6581 -3.9207
C -1.7711 -1.1862 -3.6762
C 1.2924 0.2169 -3.6964
C 1.1757 0.5454 -5.1744
C 2.5118 0.1587 -5.8203
C 2.9193 -1.2942 -5.5425
C 2.8174 -1.7146 -4.0673
C 1.4917 -1.2870 -3.4330
C -0.0825 2.7566 -2.6870
C -1.1919 3.2134 -1.7272
C -1.1771 4.7404 -1.6685
C 0.1954 5.3394 -1.3334
C 1.3729 4.6697 -2.0517
C 1.2805 3.1475 -2.1018
H -2.3953 0.4326 -2.4436
H -1.7060 1.0791 -5.3753
H -2.3718 2.2207 -4.2088
H -4.1417 1.2288 -5.6912
H -4.4265 1.0223 -3.9840
H -4.9897 -1.0821 -4.9995
H -3.5262 -1.0927 -5.9740
H -3.7576 -1.6067 -2.9718
H -3.2032 -2.7182 -4.2038
H -1.3294 -1.7370 -2.8335
H -1.1680 -1.3898 -4.5752
H 2.1930 0.7240 -3.3005
H 3.2790 0.8290 -5.4116
H 0.9788 1.6170 -5.3346
H 0.3445 -0.0089 -5.6314
H 2.4754 0.3632 -6.8942
H 3.9445 -1.4583 -5.8969
H 2.2772 -1.9568 -6.1377
H 2.9445 -2.8011 -3.9711
H 3.6432 -1.2692 -3.4972
H 1.4712 -1.4762 -2.3500
H 0.6788 -1.8672 -3.8893
H -0.2216 3.1863 -3.6901
H -2.1908 2.8585 -2.0241
H -0.9821 2.7710 -0.7450
H -1.4923 5.1066 -2.6539
H -1.9216 5.0909 -0.9481
H 0.3600 5.2953 -0.2472
H 0.1857 6.4029 -1.5966
H 2.3151 4.9616 -1.5803
H 1.4118 5.0270 -3.0885
H 2.1206 2.7411 -2.6824
H 1.3384 2.7020 -1.0998
Ru -0.0506 -1.0920 1.6131
Cl 1.6674 0.2689 0.6972
Cl -1.8192 0.1781 0.7670
C -0.4633 -2.2068 0.1791
H -1.2812 -2.0922 -0.5788
C 0.2919 -3.4306 -0.1921
C 1.6904 -3.3358 -0.1608
C 2.4549 -4.4989 -0.1601
C 1.8286 -5.7543 -0.2112
C 0.4423 -5.8390 -0.3797
C -0.3324 -4.6827 -0.4271
H 2.1558 -2.3536 -0.0634
H 3.5450 -4.4374 -0.0864
H -0.0348 -6.8189 -0.4522
H -1.4155 -4.7335 -0.5619
H 2.4265 -6.6730 -0.1233
S 0.4445 -1.7856 3.6685
C 0.2453 -0.0241 3.8937
N -0.9580 0.6083 4.0495
C -1.2289 1.4694 5.2068
C -0.0542 2.3633 5.5238
C 1.2812 1.6527 5.4003
N 1.3159 0.7397 4.2486
H -1.7674 0.2264 3.5692
H -1.4841 0.8769 6.0934
H -2.1213 2.0628 5.0010
H -0.1718 2.7912 6.5289
H -0.0655 3.2065 4.8277
H 1.5045 1.1358 6.3482
H 2.0787 2.3997 5.3114
H 2.2288 0.3877 3.9892
```

Summary:
2S+1 = 5
⟨S²⟩ = 6.069
lowest unoccupied orbital energy (alpha / beta) = 0.20 / -1.96 eV
relative energy (zero: lowest compared OMol25 entry of this formula, charge and spin) = 156.8 kJ/mol
DFT total energy = -2997.44453 hartree
E_HOMO (alpha / beta) = -4.80 / -6.73 eV

Löwdin atomic charge list, values in e, 6 entries: atom 1 (P): 1.274, atom 2 (C): -0.410, atom 3 (C): -0.211, atom 4 (C): -0.187, atom 5 (C): -0.194, atom 6 (C): -0.185

---

Molecular formula: C29H47ClGaN10O2
Method: DFT, the ωB97M-V functional and the def2-TZVPD basis

```
90
C29H47ClGaN10O2 the ωB97M-V functional and the def2-TZVPD basis
C -0.4237 1.5160 -3.8619
C -0.2143 0.1809 -4.1641
C 0.6378 -0.6567 -3.3300
O 0.8511 -1.7998 -3.6385
O 1.2067 -0.1946 -2.1870
C 0.2425 0.1460 -1.1567
C 0.4624 -0.6912 0.0876
C -0.1876 -0.1290 1.3878
C -1.2080 1.0029 1.2131
C -2.4864 0.6623 0.4075
C -2.9028 -0.8164 0.3654
Ga -4.0713 -1.0533 -1.3205
Cl -6.2010 -0.3086 -0.9676
H -1.3593 1.8755 -3.4301
H 0.3560 2.2621 -4.0113
H -0.6891 -0.2897 -5.0176
H -0.7605 -0.0882 -1.5227
H 0.2503 1.2155 -0.9559
H 1.5435 -0.7695 0.2540
H 0.1257 -1.7187 -0.0487
H 0.6271 0.2299 2.0284
H -0.6693 -0.9475 1.9246
H -1.4882 1.3431 2.2174
H -0.7508 1.8935 0.7361
H -2.3836 1.0112 -0.6242
H -3.3190 1.2263 0.8359
H -2.0883 -1.5270 0.2281
H -3.5105 -1.1093 1.2184
H -3.9823 -2.5616 -1.8541
H -3.3981 -0.1072 -2.4628
C -5.1167 -3.4681 3.7328
C -3.8288 -3.3411 3.0672
N -2.8264 -3.2206 2.5205
H -4.9916 -3.6917 4.7828
H -5.6947 -2.5500 3.6535
H -5.7073 -4.2704 3.2898
C -8.5248 -5.0687 6.5738
C -7.6023 -4.0022 6.2141
N -6.8710 -3.1659 5.9275
H -8.2452 -5.5253 7.5223
H -9.5416 -4.6909 6.6725
H -8.5327 -5.8520 5.8170
C -0.3385 -4.8011 5.6409
C -1.7868 -4.9112 5.5737
N -2.9280 -4.9928 5.5006
H 0.0408 -5.1766 6.5906
H 0.1340 -5.3717 4.8427
H -0.0210 -3.7642 5.5399
C 3.2596 -0.9354 -5.4091
C 4.3953 -0.5960 -6.2536
N 5.2903 -0.3274 -6.9225
H 3.3124 -1.9658 -5.0608
H 3.2145 -0.2986 -4.5264
H 2.3172 -0.8237 -5.9442
C 2.2316 3.3602 1.3653
C 1.1839 3.6216 0.3912
N 0.3561 3.8258 -0.3769
H 2.7348 4.2764 1.6621
H 1.8262 2.8993 2.2657
H 2.9866 2.6867 0.9614
C 3.1320 6.7834 4.6674
C 3.7670 5.6440 4.0252
N 4.2727 4.7454 3.5207
H 3.6723 7.0726 5.5681
H 3.1084 7.6448 4.0016
H 2.1057 6.5520 4.9504
C -7.7138 1.3853 -3.5196
C -8.1615 2.7245 -3.8770
N -8.5152 3.7801 -4.1602
H -8.4644 0.6379 -3.7744
H -6.7959 1.1202 -4.0420
H -7.5141 1.2971 -2.4520
C 3.3665 -4.2415 -7.3389
C 2.0293 -3.7144 -7.5709
N 0.9771 -3.2942 -7.7518
H 4.0979 -3.4370 -7.2599
H 3.4047 -4.8193 -6.4160
H 3.6779 -4.8939 -8.1536
C 7.9484 1.2487 -5.4724
C 8.5068 1.5633 -4.1647
N 8.9471 1.8107 -3.1339
H 8.6281 0.6259 -6.0520
H 7.0063 0.7113 -5.3856
H 7.7575 2.1533 -6.0479
C 7.8104 4.4421 5.1922
C 7.2918 5.7504 5.5592
N 6.8757 6.7813 5.8447
H 7.9799 3.8257 6.0740
H 7.1102 3.9148 4.5445
H 8.7565 4.5303 4.6599
```

Summary:
2S+1 = 1
total charge = -1
lowest unoccupied orbital energy = 1.25 eV
DFT total energy = -4216.08035 hartree
E_HOMO = -4.65 eV

Löwdin atomic charge list, values in e, 6 entries: atom 1 (C): 0.086, atom 2 (C): -0.061, atom 3 (C): -0.558, atom 4 (O): 0.089, atom 5 (O): -0.019, atom 6 (C): -0.175

---

Molecular formula: C29H47N2O7SSi2Ta
Method: DFT, the ωB97M-V functional and the def2-TZVPD basis

```
89
C29H47N2O7SSi2Ta the ωB97M-V functional and the def2-TZVPD basis
Ta -0.8236 0.1367 0.8810
C -3.6514 2.8827 0.7505
C -3.4202 2.0170 1.9468
C -4.0730 2.2335 3.1461
C -3.8251 1.4025 4.2336
C -2.9403 0.3384 4.1361
C -2.3384 0.1467 2.9119
N -2.5630 0.9800 1.8618
N -1.4103 -0.8317 2.4983
Si -1.6758 -2.5674 3.0252
C -3.4079 -2.9370 2.4883
C -0.4140 -3.6072 2.1708
C -1.4512 -2.6993 4.8607
H -3.0138 3.7690 0.7956
H -4.6845 3.2243 0.7439
H -3.4422 2.3536 -0.1769
H -4.7794 3.0472 3.2251
H -4.3328 1.5857 5.1718
H -2.7332 -0.3112 4.9714
H -3.5418 -2.7808 1.4161
H -4.1377 -2.3230 3.0205
H -3.6452 -3.9816 2.7028
H 0.5718 -3.4912 2.6209
H -0.3408 -3.4390 1.0956
H -0.7098 -4.6502 2.3166
H -2.3383 -2.4221 5.4308
H -0.6029 -2.1109 5.2164
H -1.2396 -3.7453 5.0968
C 3.3109 -0.9974 -0.7229
C 2.5070 -0.7292 0.5296
C 2.5806 -1.8551 1.5302
C 2.8759 0.6069 1.1255
O 0.9751 -0.6574 0.1117
Si 0.3715 -1.5265 -1.2763
S -1.7050 -1.0858 -0.8885
O 0.7456 -3.0507 -0.9827
C 0.7332 -4.2305 -1.8758
C -0.5054 -4.1641 -2.7532
C 0.6842 -5.4244 -0.9441
C 2.0108 -4.2137 -2.6951
O 0.9162 -0.9871 -2.6557
C 0.7839 0.0374 -3.6938
C 1.9896 -0.1523 -4.5948
C 0.7903 1.4017 -3.0300
C -0.5145 -0.2178 -4.4372
H 4.3581 -1.0423 -0.4223
H 3.2030 -0.1947 -1.4504
H 3.0630 -1.9497 -1.1864
H 3.6184 -1.9617 1.8492
H 2.2556 -2.7946 1.0879
H 1.9807 -1.6335 2.4138
H 3.9486 0.5768 1.3212
H 2.3700 0.7994 2.0679
H 2.6900 1.4255 0.4291
H -1.4109 -4.1372 -2.1444
H -0.5533 -5.0463 -3.3909
H -0.4827 -3.2876 -3.4053
H -0.2352 -5.4215 -0.3577
H 1.5380 -5.4208 -0.2658
H 0.7149 -6.3446 -1.5274
H 2.0623 -3.3260 -3.3262
H 2.0437 -5.0933 -3.3378
H 2.8854 -4.2443 -2.0437
H 2.9169 -0.0131 -4.0379
H 1.9639 0.5753 -5.4058
H 1.9892 -1.1512 -5.0308
H 1.6941 1.5384 -2.4305
H -0.0882 1.5276 -2.3962
H 0.7730 2.1802 -3.7930
H -0.5149 -1.2159 -4.8755
H -0.6253 0.5053 -5.2451
H -1.3736 -0.1205 -3.7718
O 0.2729 1.7438 1.6020
C -0.0866 2.5106 0.6128
O -0.9143 1.9210 -0.1912
C 0.3677 3.8436 0.4244
C 1.2862 4.3826 1.3332
C 1.7583 5.6781 1.1877
C 1.2750 6.3907 0.1085
O 1.5752 7.6418 -0.2326
C 0.8329 7.9485 -1.4310
O 0.0645 6.7823 -1.7457
C 0.3563 5.8553 -0.8049
C -0.1188 4.5891 -0.6818
H 1.6218 3.7747 2.1624
H 2.4641 6.1172 1.8774
H 1.5320 8.1625 -2.2367
H 0.1696 8.7877 -1.2335
H -0.8270 4.1673 -1.3807
```

Summary:
2S+1 = 1
total charge = +2
lowest unoccupied orbital energy = -7.02 eV
relative energy (zero: lowest compared OMol25 entry of this formula, charge and spin) = 0.0 kJ/mol
DFT total energy = -2803.52579 hartree
E_HOMO = -13.46 eV

Löwdin atomic charge list, values in e, 6 entries: atom 1 (Ta): 1.688, atom 2 (C): 0.001, atom 3 (C): -0.260, atom 4 (C): 0.012, atom 5 (C): 0.015, atom 6 (C): 0.019

---

Molecular formula: C29H48BN8NiO
Method: DFT, the ωB97M-V functional and the def2-TZVPD basis

```
88
C29H48BN8NiO the ωB97M-V functional and the def2-TZVPD basis
Ni -0.0512 0.0310 -0.1087
C 0.0679 -3.3236 3.5715
C -0.7312 -2.4102 2.7069
C -2.0204 -1.9514 2.9067
C -2.3180 -1.1218 1.8171
N -1.2656 -1.0799 1.0066
N -0.2827 -1.8655 1.5577
B 1.0296 -2.1765 0.7652
N 0.6834 -2.3789 -0.7232
N 0.0996 -1.3781 -1.4489
C -0.0715 -1.8279 -2.6912
C 0.4095 -3.1386 -2.7663
C 0.8799 -3.4563 -1.5050
C 1.4991 -4.7239 -1.0253
C -0.6951 -0.9700 -3.7640
C -2.1090 -0.5611 -3.3282
C -0.7630 -1.7457 -5.0771
C 0.1494 0.2980 -3.9527
N 2.0442 -0.9973 0.8958
N 1.9206 0.1268 0.1151
C 2.9818 0.8943 0.3476
C 3.8185 0.2497 1.2677
C 3.1984 -0.9427 1.5899
C 3.6629 -1.9993 2.5327
C 3.2201 2.2112 -0.3468
C 3.2443 3.3307 0.7034
C 2.1300 2.4977 -1.3797
C 4.5789 2.1451 -1.0571
C -3.6226 -0.4307 1.5087
C -4.7398 -1.4825 1.5154
C -3.5758 0.2440 0.1374
C -3.9034 0.6242 2.5855
H -0.5564 -3.6920 4.3820
H 0.9231 -2.8060 4.0062
H 0.4480 -4.1766 3.0101
H -2.6669 -2.2085 3.7290
H 1.5240 -3.1657 1.2055
H 0.4166 -3.7817 -3.6290
H 1.5431 -5.4386 -1.8432
H 0.9188 -5.1605 -0.2121
H 2.5114 -4.5513 -0.6592
H -2.7434 -1.4361 -3.1781
H -2.5671 0.0701 -4.0913
H -2.0662 0.0067 -2.3973
H -1.3718 -2.6453 -4.9746
H 0.2322 -2.0335 -5.4193
H -1.2153 -1.1204 -5.8478
H 0.1899 0.8649 -3.0211
H -0.2973 0.9336 -4.7189
H 1.1672 0.0516 -4.2592
H 4.7639 0.5985 1.6477
H 4.6609 -1.7535 2.8870
H 3.6946 -2.9776 2.0537
H 3.0020 -2.0750 3.3961
H 2.2642 3.4358 1.1757
H 3.5039 4.2799 0.2325
H 3.9801 3.1239 1.4814
H 1.1334 2.4230 -0.9397
H 2.1961 1.7983 -2.2137
H 2.2475 3.5081 -1.7731
H 5.3913 1.9946 -0.3454
H 4.7636 3.0782 -1.5920
H 4.5986 1.3259 -1.7770
H -4.5379 -2.2650 0.7829
H -5.6921 -1.0129 1.2638
H -4.8396 -1.9495 2.4960
H -3.5313 -0.5014 -0.6571
H -2.7093 0.9029 0.0483
H -4.4724 0.8469 -0.0114
H -3.8603 0.1900 3.5858
H -4.8963 1.0529 2.4421
H -3.1699 1.4310 2.5204
N -0.3704 1.7196 0.9330
C -0.2581 2.4157 1.8503
N -0.0447 3.1859 2.8803
C -0.0522 2.6270 4.2439
C -1.3597 2.9963 4.9328
O -1.5829 4.3918 4.8820
C -1.6573 4.8763 3.5553
C -0.3460 4.6258 2.8252
H 0.7888 3.0671 4.7813
H 0.0795 1.5467 4.1972
H -1.3204 2.7239 5.9860
H -2.1913 2.4618 4.4586
H -1.8637 5.9426 3.6217
H -2.4793 4.3857 3.0155
H 0.4658 5.1500 3.3311
H -0.3904 4.9560 1.7888
```

Summary:
2S+1 = 3
total charge = +1
⟨S²⟩ = 2.005
lowest unoccupied orbital energy (alpha / beta) = -1.76 / -3.40 eV
DFT total energy = -3180.21481 hartree
E_HOMO (alpha / beta) = -11.49 / -11.48 eV

Löwdin atomic charge list, values in e, 6 entries: atom 1 (Ni): 0.721, atom 2 (C): -0.003, atom 3 (C): -0.250, atom 4 (C): 0.041, atom 5 (C): -0.227, atom 6 (N): 0.046